{"formula": "C3H3FO3Pt", "method": "the ωB97M-V functional and the def2-TZVPD basis", "elements": ["Pt", "F", "O", "O", "O", "C", "C", "C", "H", "H", "H"], "positions_angstrom": [[-1.608730, 0.689575, -0.000475], [-0.522441, 0.844692, -1.372606], [-2.008717, -0.610220, 1.182090], [-0.751331, 1.177688, 1.521054], [-0.379975, -0.725490, 2.721380], [0.929525, 0.538888, -1.318544], [1.254225, -0.710616, -0.986514], [-1.178098, -0.049520, 2.035381], [1.529446, 1.299501, -1.815118], [2.275231, -1.027666, -1.198692], [0.460866, -1.426832, -0.767956]], "forces_ev_per_a": [[-8.82, 0.93, -5.08], [7.33, 1.59, -8.03], [-3.27, -2.61, 3.82], [1.36, 0.76, 7.45], [-3.09, 1.90, -0.32], [0.37, -1.83, -0.46], [-0.92, 1.44, -1.13], [7.51, -2.54, 2.42], [-0.64, 0.15, 0.45], [-0.23, 0.12, 0.53], [0.40, 0.09, 0.33]], "nbo_charge": [1.012, -0.346, -0.674, -0.778, -0.597, 0.183, -0.402, 0.871, 0.225, 0.251, 0.253], "total_charge": 0, "total_energy_ha": -560.68232, "homo_ha": [-0.2697, -0.3348], "relative_energy_kj_mol": 0.0, "multiplicity": 3, "lumo_energy_ev": [-0.2, -1.3], "orbital_gap_ev": [7.17, 7.79], "max_force_ev_per_a": 10.98}